[1]
DFT (wB97M-V/def2-TZVPD) results for 2 unconnected molecules or ions with the total composition CH5BS.

- LUMO level (spin up / spin down): 0.0061 / 0.0061 hartree
- E_tot: -463.99953 hartree
- Relative energy (zero: lowest compared OMol25 entry of this formula, charge and spin): 354.7 kJ/mol
- HOMO-LUMO gap (spin up / spin down): 8.221 / 8.217 eV

The geometry in XYZ format:
```
8
Properties=species:S:1:pos:R:3:mulliken_charge:R:1
B 0.14 0.03 0.41 -0.094
C -0.41 -0.35 -0.97 -0.763
S 1.06 -0.75 1.62 -0.164
H -0.45 2.31 0.61 -0.117
H -0.81 -1.30 -0.89 0.324
H 0.41 -0.45 -1.63 0.336
H -1.29 0.13 -1.33 0.294
H 1.34 0.38 2.17 0.185
```

[2]
DFT (wB97M-V/def2-TZVPD) results for a molecular structure, CH5BrN2.

- LUMO level (spin up / spin down): -0.0335 / -0.0465 hartree
- E_tot: -2724.51709 hartree
- Relative energy (zero: lowest compared OMol25 entry of this formula, charge and spin): 103.6 kJ/mol
- HOMO-LUMO gap (spin up / spin down): 7.788 / 7.227 eV

The geometry in XYZ format:
```
9
Properties=species:S:1:pos:R:3:mulliken_charge:R:1
C -0.96 -0.08 0.71 -0.838
N 0.89 -0.40 -0.60 -0.239
N -0.38 -0.59 -0.48 -0.193
Br 1.44 1.73 -1.74 -0.479
H -1.33 0.93 0.65 0.339
H -1.87 -0.63 0.75 0.310
H -0.48 -0.21 1.64 0.396
H 1.51 -0.85 -1.25 0.323
H 1.17 0.10 0.32 0.381
```

[3]
DFT (wB97M-V/def2-TZVPD) results for 2 unconnected molecules or ions with the total composition CH5BrOSi.

- LUMO level (spin up / spin down): -0.0783 / -0.0792 hartree
- E_tot: -2979.68023 hartree
- Relative energy (zero: lowest compared OMol25 entry of this formula, charge and spin): 431.0 kJ/mol
- HOMO-LUMO gap (spin up / spin down): 7.078 / 7.045 eV

The geometry in XYZ format:
```
9
Properties=species:S:1:pos:R:3:mulliken_charge:R:1
C -2.47 1.03 0.72 -0.240
O -0.09 0.65 0.21 -0.485
Si 0.30 -0.86 0.33 0.489
Br -2.86 -0.43 -0.18 0.164
H -2.54 1.93 0.16 0.279
H -2.11 0.94 1.74 0.318
H 0.02 -1.24 1.77 -0.143
H 1.39 -1.15 -0.33 -0.187
H -0.58 -1.73 -0.59 -0.195
```

[4]
DFT (wB97M-V/def2-TZVPD) results for a molecular structure, CH5CdClO4.

- LUMO level: 0.0213 hartree
- E_tot: -969.62025 hartree
- Relative energy (zero: lowest compared OMol25 entry of this formula, charge and spin): 34.8 kJ/mol
- HOMO-LUMO gap: 11.330 eV

The geometry in XYZ format:
```
12
Properties=species:S:1:pos:R:3:mulliken_charge:R:1
Cd 0.82 0.25 0.64 0.259
C -1.21 1.60 -1.41 -0.112
H -1.64 0.84 -2.07 0.265
H -1.99 2.05 -0.79 0.296
H -0.71 2.37 -2.01 0.287
H -0.42 1.09 -0.73 -0.426
H 0.82 1.77 0.29 -0.147
O 1.92 -1.28 1.91 -0.629
Cl 0.87 -2.04 1.22 2.057
O 0.89 -3.43 1.57 -0.554
O -0.41 -1.40 1.57 -0.645
O 1.07 -1.82 -0.22 -0.650
```

[5]
DFT (wB97M-V/def2-TZVPD) results for a molecular structure, CH5ClCuO4.

- ⟨S²⟩: 0.754
- LUMO level (spin up / spin down): -0.0032 / -0.0609 hartree
- E_tot: -2442.33611 hartree
- Relative energy (zero: lowest compared OMol25 entry of this formula, charge and spin): 0.0 kJ/mol
- HOMO-LUMO gap (spin up / spin down): 9.517 / 9.034 eV
- Spin multiplicity: 2

The geometry in XYZ format:
```
12
Properties=species:S:1:pos:R:3:lowdin_spin:R:1
Cu 0.34 -0.88 0.33 0.363
C 0.41 -0.26 -1.50 0.443
H 0.23 0.83 -1.59 0.023
H 1.42 -0.51 -1.87 0.030
H -0.38 -0.82 -2.02 0.026
H -0.35 -2.34 -0.02 0.019
H 0.46 -2.50 0.09 0.021
O -0.62 2.49 0.51 0.000
Cl -0.45 1.35 1.33 0.006
O -0.70 1.60 2.71 0.002
O -1.30 0.24 0.86 0.020
O 0.94 0.80 1.16 0.047
```

[6]
DFT (wB97M-V/def2-TZVPD) results for 2 unconnected molecules or ions with the total composition CH5ClN2O.

- LUMO level (spin up / spin down): -0.0078 / -0.0036 hartree
- E_tot: -685.85062 hartree
- Relative energy (zero: lowest compared OMol25 entry of this formula, charge and spin): 366.6 kJ/mol
- HOMO-LUMO gap (spin up / spin down): 8.531 / 8.936 eV

The geometry in XYZ format:
```
10
Properties=species:S:1:pos:R:3:mulliken_charge:R:1
C 1.54 1.82 -0.15 -0.160
N -2.48 -1.11 0.12 -0.666
N 1.20 -0.41 0.41 -0.086
O 0.84 0.84 0.28 -0.035
Cl 2.84 -0.75 -0.16 -0.215
H -2.80 -1.35 -0.80 0.219
H 0.89 2.63 -0.11 0.287
H 2.44 1.55 -0.46 0.207
H -1.52 -1.45 0.10 0.224
H -2.95 -1.78 0.76 0.226
```

[7]
DFT (wB97M-V/def2-TZVPD) results for a gas-phase ion, CH5F3N3 (charge +1).

- LUMO level: -0.1857 hartree
- E_tot: -504.42641 hartree
- Relative energy (zero: lowest compared OMol25 entry of this formula, charge and spin): 127.1 kJ/mol
- HOMO-LUMO gap: 10.801 eV
- Total charge: +1

The geometry in XYZ format:
```
12
Properties=species:S:1:pos:R:3:mulliken_charge:R:1
F 2.55 0.65 0.23 -0.130
N 1.12 0.82 0.06 0.049
C 0.50 -0.65 0.13 -0.467
N -0.77 -0.80 -0.31 -0.092
N -1.72 -0.12 0.39 0.125
F -2.90 -0.47 -0.12 -0.112
F -1.68 1.27 -0.06 -0.232
H 0.83 1.31 0.93 0.407
H 1.10 1.31 -0.79 0.310
H 1.39 -1.26 -0.29 0.395
H 0.47 -0.93 1.14 0.434
H -0.89 -1.13 -1.30 0.314
```

[8]
DFT (wB97M-V/def2-TZVPD) results for a gas-phase ion, CH5F3P (charge -1).

- LUMO level: 0.1663 hartree
- E_tot: -681.95989 hartree
- HOMO-LUMO gap: 7.678 eV
- Total charge: -1

The geometry in XYZ format:
```
10
Properties=species:S:1:pos:R:3:mulliken_charge:R:1
F -0.90 -0.65 1.78 -0.282
C -1.04 -0.21 0.46 0.460
F -1.89 -1.05 -0.26 -0.283
F -1.77 0.99 0.58 -0.298
P 0.70 0.10 -0.33 -0.378
H 1.20 0.52 0.97 -0.050
H 1.16 -1.25 -0.03 -0.044
H 0.28 -0.37 -1.64 -0.064
H 0.25 1.47 -0.64 -0.079
H 2.01 0.46 -0.90 0.019
```